Here is a molecular structure, C63H157CuN10O21 from the OMol25 dataset. Energies are from ωB97M-V/def2-TZVPD.

The LUMO energy comes out at 0.7 eV. The HOMO-LUMO gap is 0.2794 hartree.

Each line ends with the Löwdin charge.
Geometry (Å):
Cu -1.674 -0.038 -3.416  0.3933
C 0.474 -1.860 -0.122  -0.0593
C -0.157 -0.491 -0.414  -0.5927
C 0.253 0.487 0.680  -0.0628
O 0.028 0.059 -1.680  -0.2790
H 1.555 -1.789 -0.006  0.0558
H 0.260 -2.655 -0.837  0.0478
H 0.145 -2.202 0.859  0.0623
H -1.226 -0.621 -0.247  0.0894
H 1.312 0.711 0.810  0.0647
H -0.152 0.018 1.576  0.0587
H -0.248 1.445 0.535  0.0565
C -2.752 2.247 -1.661  -0.0629
O -3.205 1.558 -2.834  -0.2159
C -4.499 1.066 -2.839  -0.1826
C -4.583 0.022 -4.025  -0.1565
N -3.791 -1.196 -3.757  -0.0619
C -3.939 -2.230 -4.765  -0.1760
C -3.562 -1.875 -6.218  -0.2126
O -4.591 -1.207 -6.905  -0.1920
C -4.263 -0.693 -8.215  -0.0813
H -1.735 2.637 -1.713  0.0660
H -2.735 1.625 -0.767  0.0933
H -3.319 3.159 -1.474  0.0856
H -5.196 1.884 -3.026  0.1245
H -4.753 0.571 -1.902  0.1069
H -4.269 0.523 -4.941  0.0948
H -5.625 -0.228 -4.223  0.1172
H -4.182 -1.500 -2.877  0.0480
H -4.967 -2.588 -4.699  0.1232
H -3.309 -3.072 -4.479  0.1124
H -3.475 -2.849 -6.699  0.1186
H -2.566 -1.435 -6.278  0.1082
H -4.254 -1.562 -8.874  0.0829
H -3.299 -0.209 -8.376  0.0741
H -5.056 -0.020 -8.538  0.0862
C 7.804 8.201 3.536  -0.1082
O 7.870 7.290 2.434  -0.1915
C 7.448 7.965 1.277  -0.2193
C 5.892 7.892 1.064  -0.2122
N 5.295 6.603 0.783  -0.0522
C 5.078 5.859 2.031  -0.1827
C 4.544 4.468 1.610  -0.2206
O 3.160 4.447 1.350  -0.1950
C 2.618 3.145 1.168  -0.1207
H 7.922 7.714 4.504  0.0872
H 6.837 8.703 3.561  0.0774
H 8.528 9.016 3.509  0.0831
H 8.029 7.516 0.471  0.1219
H 7.759 9.009 1.227  0.1128
H 5.800 8.402 0.105  0.1096
H 5.322 8.521 1.748  0.1082
H 4.345 6.700 0.454  0.1060
H 4.453 6.275 2.821  0.1222
H 6.065 5.721 2.472  0.1087
H 4.543 3.836 2.498  0.1121
H 5.098 3.955 0.823  0.1231
H 3.283 2.657 0.456  0.0638
H 1.635 3.236 0.707  0.0686
H 2.548 2.522 2.060  0.0707
C 1.088 6.312 -4.863  -0.0529
O 0.863 5.399 -3.721  -0.1939
C 1.821 4.379 -3.652  -0.2557
C 1.249 3.290 -2.705  -0.1566
N 1.791 1.928 -3.046  -0.0818
C 3.220 1.882 -2.763  -0.1437
C 3.758 0.399 -3.027  -0.1877
O 5.140 0.315 -2.769  -0.2029
C 5.665 -1.017 -2.780  -0.1151
H 1.851 5.932 -5.543  0.0824
H 1.520 7.222 -4.446  0.0761
H 0.119 6.588 -5.279  0.0834
H 2.807 4.648 -3.271  0.1155
H 2.024 3.927 -4.623  0.1084
H 0.185 3.192 -2.919  0.0865
H 1.251 3.613 -1.664  0.1047
H 1.266 1.219 -2.554  0.0518
H 3.354 2.144 -1.714  0.0971
H 3.689 2.597 -3.439  0.1118
H 3.634 0.226 -4.096  0.1125
H 3.325 -0.378 -2.397  0.1095
H 6.738 -1.103 -2.609  0.0859
H 5.591 -1.322 -3.824  0.0779
H 5.253 -1.877 -2.250  0.0736
C 0.285 -10.611 3.408  -0.0834
O -0.240 -9.377 2.864  -0.2060
C 0.493 -8.228 3.181  -0.2251
C -0.455 -6.984 3.153  -0.2082
N 0.140 -5.771 3.639  -0.0663
C 0.927 -5.090 2.615  -0.1940
C 1.395 -3.734 3.193  -0.1989
O 0.304 -2.868 3.514  -0.1910
C 0.644 -1.578 3.996  -0.1140
H -0.429 -11.413 3.216  0.0860
H 0.356 -10.576 4.495  0.0806
H 1.268 -10.810 2.979  0.0821
H 1.275 -7.937 2.479  0.0907
H 0.908 -8.322 4.185  0.1203
H -1.249 -7.120 3.887  0.1199
H -0.912 -6.905 2.166  0.0968
H -0.540 -5.114 3.992  0.1048
H 0.336 -4.967 1.708  0.1047
H 1.759 -5.729 2.320  0.1125
H 1.964 -3.263 2.391  0.0968
H 2.100 -3.926 4.002  0.1242
H 1.445 -1.087 3.444  0.0762
H 0.957 -1.560 5.040  0.0828
H -0.253 -0.960 4.036  0.0837
C -2.299 -5.710 -1.035  -0.0981
O -3.153 -4.677 -0.630  -0.1869
C -2.759 -3.323 -0.770  -0.2004
C -3.803 -2.370 -0.225  -0.1587
N -4.858 -2.240 -1.262  -0.0607
C -6.100 -1.596 -0.767  -0.1687
C -6.921 -2.654 0.065  -0.2053
O -7.335 -3.693 -0.829  -0.1920
C -7.090 -5.013 -0.315  -0.0951
H -2.922 -6.584 -1.223  0.0921
H -1.668 -6.041 -0.210  0.0668
H -1.733 -5.500 -1.943  0.0801
H -2.349 -3.116 -1.759  0.1082
H -1.927 -3.199 -0.077  0.1065
H -3.319 -1.400 -0.107  0.1057
H -4.156 -2.610 0.778  0.1205
H -5.063 -3.199 -1.505  0.1003
H -6.766 -1.264 -1.563  0.1098
H -5.927 -0.724 -0.136  0.1109
H -7.856 -2.151 0.311  0.1136
H -6.387 -2.915 0.979  0.1126
H -6.112 -5.118 0.154  0.0785
H -7.291 -5.830 -1.009  0.0858
H -7.787 -5.210 0.500  0.0786
C 2.547 -4.540 -1.219  -0.0938
O 2.002 -5.624 -0.500  -0.2081
C 1.288 -6.564 -1.276  -0.2094
C 0.977 -7.730 -0.376  -0.1672
N 1.024 -9.020 -1.172  -0.0412
C 0.534 -10.105 -0.318  -0.2165
C 0.726 -11.401 -1.104  -0.2445
O 2.098 -11.691 -1.368  -0.1892
C 2.249 -12.963 -2.069  -0.0825
H 1.782 -4.106 -1.862  0.0624
H 3.284 -4.943 -1.913  0.0854
H 3.047 -3.794 -0.601  0.0776
H 1.961 -6.958 -2.037  0.1207
H 0.440 -6.038 -1.716  0.1037
H 0.034 -7.601 0.154  0.0960
H 1.760 -7.808 0.379  0.1105
H 1.937 -9.307 -1.498  0.1000
H -0.486 -9.990 0.050  0.1242
H 1.157 -10.240 0.566  0.1016
H 0.042 -11.473 -1.950  0.1191
H 0.362 -12.203 -0.461  0.1112
H 2.017 -13.797 -1.407  0.0782
H 3.261 -13.201 -2.399  0.0820
H 1.560 -13.016 -2.912  0.0818
C -1.354 4.694 0.213  -0.0661
O -2.642 5.172 0.690  -0.1951
C -2.881 4.911 2.066  -0.2155
C -3.415 3.520 2.321  -0.1973
N -4.430 3.170 1.310  -0.0249
C -5.722 3.760 1.672  -0.2065
C -6.781 3.413 0.622  -0.1950
O -6.394 4.034 -0.612  -0.2052
C -7.435 4.250 -1.531  -0.1236
H -1.117 4.955 -0.819  0.0914
H -1.326 3.618 0.387  0.0622
H -0.575 5.103 0.856  0.0834
H -3.652 5.627 2.352  0.1125
H -2.006 5.138 2.674  0.1091
H -3.732 3.460 3.362  0.1050
H -2.596 2.800 2.314  0.1023
H -4.114 3.695 0.506  0.0636
H -5.622 4.838 1.795  0.1132
H -6.066 3.393 2.638  0.1077
H -7.754 3.714 1.010  0.1157
H -6.838 2.352 0.380  0.1155
H -8.162 4.923 -1.077  0.0830
H -7.959 3.340 -1.823  0.0819
H -7.043 4.721 -2.432  0.0872
C 0.320 2.635 3.620  -0.0811
O -0.737 3.119 4.443  -0.1944
C -0.508 4.313 5.092  -0.2388
C -1.794 4.567 5.935  -0.1745
N -1.832 5.957 6.378  -0.0696
C -2.961 6.363 7.194  -0.2187
C -4.301 6.394 6.479  -0.1682
O -4.746 4.998 6.283  -0.2137
C -5.730 4.807 5.296  -0.1312
H 1.289 2.812 4.088  0.0877
H 0.388 3.231 2.710  0.0629
H 0.199 1.593 3.321  0.0709
H -0.384 5.103 4.351  0.1124
H 0.402 4.327 5.692  0.1196
H -1.908 3.918 6.803  0.1209
H -2.644 4.328 5.296  0.0956
H -0.942 6.190 6.794  0.1076
H -2.939 7.394 7.548  0.1142
H -2.969 5.785 8.118  0.1167
H -4.242 6.917 5.525  0.1206
H -5.057 6.918 7.064  0.1161
H -6.067 3.772 5.234  0.0891
H -5.265 5.089 4.351  0.0578
H -6.621 5.431 5.373  0.0856
C 7.475 1.409 8.418  -0.1004
O 7.812 1.469 7.007  -0.2244
C 6.736 1.132 6.087  -0.2061
C 7.331 1.151 4.666  -0.1698
N 6.152 0.892 3.776  -0.0550
C 6.551 1.153 2.404  -0.2174
C 5.413 0.708 1.484  -0.2219
O 5.382 -0.687 1.593  -0.2061
C 4.333 -1.328 0.931  -0.1008
H 8.287 1.831 9.010  0.0770
H 7.430 0.399 8.824  0.0786
H 6.594 2.033 8.569  0.0820
H 5.917 1.845 6.171  0.1113
H 6.361 0.180 6.464  0.1160
H 8.092 0.371 4.660  0.1156
H 7.801 2.093 4.383  0.1208
H 5.818 -0.061 3.780  0.1037
H 7.455 0.605 2.138  0.1172
H 6.836 2.193 2.247  0.1104
H 5.454 1.001 0.435  0.1199
H 4.445 1.062 1.838  0.0986
H 3.444 -1.182 1.544  0.0702
H 4.553 -2.389 1.049  0.0931
H 4.213 -0.925 -0.075  0.0790
C 0.117 -2.701 -3.812  -0.0904
O -0.486 -1.679 -4.602  -0.2232
C 0.544 -0.965 -5.271  -0.1774
C 0.011 0.378 -5.882  -0.1801
N -0.167 1.406 -4.891  -0.0664
C -0.607 2.636 -5.558  -0.1410
C -2.061 2.533 -6.252  -0.1708
O -1.906 2.297 -7.638  -0.2114
C -3.056 2.641 -8.387  -0.1117
H -0.712 -3.125 -3.245  0.0753
H 0.916 -2.304 -3.186  0.0725
H 0.619 -3.421 -4.459  0.0924
H 0.954 -1.570 -6.079  0.1211
H 1.404 -0.754 -4.635  0.1063
H -0.890 0.331 -6.493  0.1022
H 0.795 0.679 -6.577  0.1179
H 0.701 1.601 -4.414  0.0470
H 0.256 2.940 -6.149  0.1165
H -0.671 3.480 -4.872  0.0936
H -2.536 3.485 -6.014  0.1140
H -2.706 1.781 -5.795  0.0990
H -3.132 3.727 -8.453  0.0885
H -3.934 2.204 -7.911  0.0761
H -2.901 2.198 -9.371  0.0908